This record from OMol25 describes the ion C5H11N5S with charge +2 in a non-equilibrium geometry. The level of theory is ωB97M-V/def2-TZVPD.

Last column: natural (NBO) charge in e.
CARTESIAN COORDINATES (ANGSTROEM)
H -2.171 0.588 1.245  0.229
N 2.658 -0.893 1.707  -0.315
H 0.843 1.304 0.799  0.296
C -1.546 0.708 0.435  0.316
N -1.555 1.867 -0.161  -0.289
H -0.767 -2.303 1.211  0.241
C 0.387 -0.345 -0.419  0.289
H -2.176 2.504 0.222  0.444
N 0.730 -1.234 -1.241  -0.705
C 2.539 -0.145 0.766  0.093
S 3.048 0.763 -0.616  0.601
H -1.760 -2.362 -0.213  0.239
H 1.663 -1.086 -1.649  0.406
C -1.394 -1.698 0.589  -0.435
H -0.466 1.631 -1.933  0.408
C 1.392 0.511 0.225  -0.353
H 3.532 -1.327 2.107  0.452
H -1.339 3.068 -1.642  0.416
H -2.181 -1.470 1.280  0.242
N -0.808 2.298 -1.236  -0.636
H 0.234 -1.934 -1.668  0.438
N -0.862 -0.445 0.192  -0.378

## Properties
Multiplicity ... 3
HOMO (alpha / beta) ... -14.173 / -17.106 eV
E ... -23625.5779 eV
F_max ... 5.96 eV Å⁻¹
Total charge ... +2
Frontier orbital gap (alpha / beta) ... 6.54 / 4.92 eV
LUMO (alpha / beta) ... -7.63 / -12.18 eV

=====

This record from OMol25 describes the molecule C8H9BrFNO in a non-equilibrium geometry. The level of theory is ωB97M-V/def2-TZVPD.

Last column: natural (NBO) charge in e.
CARTESIAN COORDINATES (ANGSTROEM)
H 1.412 2.217 0.351  0.245
C 1.078 1.176 0.754  -0.312
Br 3.649 0.692 -0.189  0.011
H -2.457 1.124 -2.205  0.226
H 0.796 -2.909 0.404  0.208
H 0.388 -1.913 -0.933  0.186
H 1.201 0.879 1.829  0.241
H -3.342 0.101 1.859  0.235
F -4.245 0.572 -0.748  -0.315
C -2.668 0.356 1.079  -0.297
O 1.599 -1.089 0.526  -0.421
C -2.038 0.944 -1.212  -0.265
C -1.329 0.357 1.298  -0.179
N 1.822 0.234 -0.078  -0.079
H -0.933 -0.008 2.299  0.217
C -0.796 1.407 -0.804  -0.189
C -3.021 0.599 -0.227  0.399
H 2.123 -2.462 -0.904  0.193
H -0.039 1.910 -1.465  0.227
C -0.420 0.960 0.455  -0.071
C 1.262 -2.168 -0.335  -0.262

## Properties
Multiplicity ... 3
HOMO (alpha / beta) ... -5.903 / -9.267 eV
E ... -84732.4236 eV
F_max ... 6.04 eV Å⁻¹
Frontier orbital gap (alpha / beta) ... 6.61 / 6.85 eV
LUMO (alpha / beta) ... 0.70 / -2.42 eV
Energy relative to the best compared isomer or geometry (same formula, charge and spin) ... 0.00 kcal/mol

=====

This record from OMol25 describes a cluster of 3 separate species, C2H6N3O2 in total in a non-equilibrium geometry. The level of theory is ωB97M-V/def2-TZVPD.

Last column: natural (NBO) charge in e.
CARTESIAN COORDINATES (ANGSTROEM)
H -1.792 -2.128 -1.481  0.125
N -0.379 -2.324 0.031  -0.631
C -0.849 -0.186 -1.120  -0.713
H 0.176 -1.524 0.399  0.336
H 0.082 2.088 2.119  0.408
H 0.273 0.110 -1.247  0.263
H -1.323 0.180 -0.269  0.265
N 1.837 1.197 1.088  0.476
N 2.037 0.913 0.022  -0.261
C -0.982 -1.659 -0.872  0.145
O 0.036 2.062 1.199  -1.131
H -1.324 0.073 -2.078  0.194
O 2.208 1.198 2.208  -0.476

## Properties
HOMO (alpha / beta) ... -3.754 / -3.755 eV
E ... -10733.2095 eV
F_max ... 3.69 eV Å⁻¹
Total charge ... -1
Frontier orbital gap (alpha / beta) ... 7.80 / 7.80 eV
LUMO (alpha / beta) ... 4.05 / 4.05 eV
Energy relative to the best compared isomer or geometry (same formula, charge and spin) ... 139.30 kcal/mol

=====

This record from OMol25 describes a structure of composition C4H8F4MnNO5PS in a non-equilibrium geometry. The level of theory is ωB97M-V/def2-TZVPD.

Last column: natural (NBO) charge in e.
CARTESIAN COORDINATES (ANGSTROEM)
S 3.436 -0.620 -0.916  2.511
H 1.613 1.432 2.424  0.542
O 1.829 2.694 -0.628  -0.896
O -1.109 0.011 -0.153  -0.523
C -3.466 0.550 -0.015  0.940
P 2.192 1.527 0.413  1.991
H 1.097 -0.805 1.467  0.231
F 2.979 -1.641 -2.024  -0.419
F -3.110 1.777 -0.288  -0.246
C -2.252 -0.178 0.650  -0.148
O 4.076 -1.268 0.161  -0.836
H 1.634 -1.960 0.242  0.261
O 4.166 0.445 -1.499  -0.872
N 1.927 0.029 -0.405  -0.943
Mn -5.773 -0.417 -0.541  0.935
H 2.523 2.759 -1.321  0.557
H -0.085 -1.278 -1.365  0.219
O 1.150 1.752 1.615  -0.901
F -3.716 -0.102 -1.249  -0.347
C 1.127 -0.978 0.377  -0.282
H -2.050 0.272 1.650  0.227
C -0.283 -1.148 -0.276  -0.087
H -2.567 -1.231 0.793  0.212
H -0.739 -2.096 0.065  0.217
F -4.600 0.473 0.820  -0.345

## Properties
Multiplicity ... 6
HOMO (alpha / beta) ... -17.524 / -14.128 eV
E ... -78298.8024 eV
F_max ... 4.24 eV Å⁻¹
Total charge ... +2
Frontier orbital gap (alpha / beta) ... 9.63 / 3.80 eV
LUMO (alpha / beta) ... -7.90 / -10.33 eV
Energy relative to the best compared isomer or geometry (same formula, charge and spin) ... 9.58 kcal/mol

=====

This record from OMol25 describes a structure of composition C29H36BrN6O2V in a non-equilibrium geometry. The level of theory is ωB97M-V/def2-TZVPD.

Last column: Mulliken spin population.
CARTESIAN COORDINATES (ANGSTROEM)
H 0.908 3.864 -1.387  0.000
H -1.414 3.722 -1.728  0.000
C -6.003 3.044 -1.197  0.000
H 7.868 3.112 -1.672  0.000
H 1.326 -3.197 0.927  0.000
C 7.303 1.272 -0.726  0.000
H -1.098 -0.235 4.173  0.000
H 4.130 0.366 0.022  0.000
H -5.068 1.676 1.757  0.000
C 1.641 -2.190 0.647  0.010
C 0.054 -3.583 -2.805  0.017
C -3.852 1.789 -0.003  0.005
C -1.338 -3.020 -0.783  -0.001
C -6.084 2.631 0.119  0.000
H 2.454 -0.798 3.581  0.000
C 5.749 2.965 -1.420  0.001
V -0.662 -0.084 -1.183  1.147
H -0.784 -6.074 -2.082  -0.001
C 3.315 2.713 -1.095  -0.003
N 1.494 -1.294 1.780  0.008
H 5.554 3.932 -1.865  0.000
H -3.011 1.280 0.458  0.026
N 0.233 0.335 0.668  -0.082
N -0.177 2.120 -1.636  0.005
H -0.979 1.907 2.836  0.000
H -3.358 -1.587 0.662  -0.005
N -1.385 2.718 -1.585  0.004
H -6.998 2.801 0.671  0.000
H 2.689 -2.214 0.343  0.001
H -5.541 3.607 -3.523  0.000
O -4.712 3.219 -3.222  0.000
Br 2.186 0.306 -2.106  0.009
N -1.013 -1.673 -1.010  -0.162
H -3.098 -4.944 1.338  -0.001
C 7.051 2.505 -1.310  0.000
H 1.923 -2.491 3.478  0.000
C 0.725 -0.198 1.775  0.044
C -2.464 -4.671 0.505  0.020
H -1.881 -1.624 1.600  -0.007
C -2.681 -2.253 1.203  0.035
H -3.224 -2.683 2.043  0.000
H 0.454 -0.153 5.033  0.000
H 0.271 2.168 4.055  0.000
C -0.825 -3.981 -1.655  -0.030
C 6.251 0.503 -0.247  0.000
H -0.319 1.138 0.963  0.018
H 3.310 -1.942 2.532  0.000
H 3.185 3.766 -0.857  0.000
H -0.425 -2.835 -3.438  -0.005
C 4.686 2.187 -0.970  0.000
C -1.977 -5.651 -0.349  -0.031
C 2.197 2.095 -1.473  -0.006
C -5.003 2.001 0.729  0.004
H 0.673 2.398 2.358  0.000
H 8.319 0.914 -0.634  0.000
H -2.232 -6.687 -0.180  -0.001
C 2.335 -1.649 2.919  0.000
C -2.500 1.908 -2.120  0.001
H 0.995 -3.149 -2.458  -0.004
H 6.446 -0.448 0.228  0.000
O -2.121 0.565 -2.007  0.000
C -1.162 -5.307 -1.418  0.019
H -2.672 2.131 -3.177  -0.004
H 1.030 -1.868 -0.189  0.004
C 4.948 0.958 -0.368  0.001
H 0.134 -1.465 3.888  0.000
N 0.529 0.406 3.002  0.004
C 0.092 1.789 3.050  -0.002
C -0.021 -0.408 4.086  0.000
C 0.903 2.781 -1.504  0.012
C -3.747 2.184 -1.333  -0.021
H 0.296 -4.443 -3.427  0.000
C -2.151 -3.333 0.304  -0.029
H -6.840 3.541 -1.670  0.000
C -4.836 2.818 -1.921  -0.001

## Properties
Multiplicity ... 2
HOMO (alpha / beta) ... -10.487 / -10.506 eV
E ... -139417.4170 eV
F_max ... 1.22 eV Å⁻¹
Total charge ... +1
Frontier orbital gap (alpha / beta) ... 7.77 / 7.80 eV
LUMO (alpha / beta) ... -2.72 / -2.70 eV
Energy relative to the best compared isomer or geometry (same formula, charge and spin) ... 20.61 kcal/mol

=====

This record from OMol25 describes a structure of composition C33H40AsBrI2N6O3RuSeSi2. The level of theory is ωB97M-V/def2-TZVPD.

Last column: Mulliken spin population.
CARTESIAN COORDINATES (ANGSTROEM)
C 0.315 2.600 -3.141  0.001
C 2.139 -3.585 -2.767  0.032
C 1.176 4.662 4.996  0.000
H -0.751 -3.235 -4.362  0.004
H 2.323 -3.833 -3.816  -0.001
C 1.305 -0.818 -3.675  -0.003
C -2.997 -0.150 -1.137  -0.003
N 4.865 -0.656 0.713  0.003
N 0.643 1.382 -1.090  0.001
C -0.849 -2.957 -3.309  0.063
H -2.526 -4.896 0.660  0.005
Si 0.790 -2.306 -2.674  -0.031
H 6.535 -1.221 -1.242  0.000
C -0.184 4.397 5.040  0.000
H -0.253 3.576 -5.004  0.000
C -4.273 0.944 3.607  0.000
C -3.705 1.391 4.793  0.000
Se 3.296 0.777 3.735  -0.001
H 0.111 -4.675 2.900  -0.001
H -1.184 -3.841 -2.763  -0.006
H -0.516 0.343 4.289  -0.001
C 1.875 4.522 3.809  0.000
H 3.472 2.929 -1.967  0.000
H -3.948 -0.098 1.761  -0.001
C -1.571 0.510 4.102  0.000
O -3.868 2.709 -5.303  0.000
Si -0.348 -3.737 0.680  0.014
C -2.207 -3.879 0.416  0.043
H -4.304 1.056 -4.005  0.000
H 0.239 -5.342 -1.137  0.000
H 2.040 3.679 -3.866  0.000
C -0.579 2.927 -4.204  0.000
C -3.601 0.893 -3.206  -0.003
H -1.896 3.727 3.935  0.000
C -2.356 1.172 5.034  0.000
As 0.436 -1.762 -0.387  0.738
N -1.817 0.442 -1.111  -0.005
I 5.718 -3.721 -0.857  0.000
Ru -0.344 0.338 0.375  0.138
H 2.053 -0.221 -3.149  0.003
C -0.841 3.955 3.904  -0.001
O -2.099 3.401 -6.307  0.000
H 2.932 4.741 3.760  0.000
H -1.904 -1.488 1.655  -0.002
C 5.550 -1.658 -1.382  -0.002
H -1.631 -2.196 -3.237  -0.009
H -0.738 4.527 5.961  0.000
C 1.651 3.037 -3.086  0.001
C -2.154 0.048 2.932  0.002
H 1.698 4.990 5.884  0.000
C -0.136 3.791 2.720  0.003
H -3.222 -0.811 -0.311  -0.001
H -0.689 -3.130 3.098  0.001
C -2.349 1.543 -3.215  -0.001
H 1.894 -4.508 -2.243  -0.002
H -4.858 -0.471 -2.149  0.000
C 2.438 2.623 -2.046  -0.007
H 2.484 1.440 -0.223  0.005
C 4.490 -0.995 -0.533  -0.015
C -1.482 1.261 -2.146  -0.020
H 4.189 -0.331 1.394  0.002
Br 2.202 4.067 1.055  0.000
H 1.763 -1.181 -4.600  0.000
C 1.981 0.609 2.545  0.008
C -3.499 0.267 2.677  0.000
N -1.357 -0.700 1.985  0.013
C -0.144 1.778 -2.118  0.035
C -3.910 0.046 -2.172  -0.002
H 1.595 -5.101 -0.023  -0.001
H -4.313 1.902 5.527  0.000
N -2.666 2.866 -5.383  0.000
O 3.376 -0.769 -0.991  0.023
H -0.562 -1.091 2.482  0.002
H -2.489 -3.684 -0.620  -0.007
C 0.062 -3.657 2.506  0.006
H -2.788 -3.216 1.062  -0.004
H 1.033 -3.190 2.686  0.000
C -1.833 2.430 -4.235  0.001
H -5.324 1.108 3.413  0.000
C 0.510 -5.201 -0.090  0.007
H -1.905 1.518 5.955  0.000
H 0.455 -0.198 -3.958  0.000
H 5.743 -0.983 1.082  0.000
H 5.254 -1.618 -2.424  0.000
C 1.898 1.791 -1.056  0.012
N 1.132 0.502 1.756  -0.024
H 0.223 -6.105 0.452  0.000
H 3.063 -3.188 -2.344  -0.015
C 1.216 4.104 2.662  -0.001
I -1.194 3.079 1.067  0.002

## Properties
Multiplicity ... 2
HOMO (alpha / beta) ... -9.811 / -9.819 eV
E ... -280716.7415 eV
F_max ... 0.47 eV Å⁻¹
Total charge ... +1
Frontier orbital gap (alpha / beta) ... 6.13 / 5.97 eV
LUMO (alpha / beta) ... -3.68 / -3.85 eV
Energy relative to the best compared isomer or geometry (same formula, charge and spin) ... 6.32 kcal/mol

=====

Q: Number 4 is which compound?
A: C4H8F4MnNO5PS